The following is a DFT calculation (wB97M-V/def2-TZVPD) of a 2-piece molecular cluster, C4H2F2O overall in a non-equilibrium geometry.

CARTESIAN COORDINATES (ANGSTROEM)
C  -0.366  0.278  0.801
C  0.641  0.351  -0.095
C  0.288  1.675  0.605
C  1.543  -0.188  -0.895
O  2.425  -0.660  -1.462
F  -0.433  2.569  -0.149
F  1.154  -2.520  1.312
H  1.133  1.978  1.249
H  1.427  -3.374  1.348

The calculation puts the total energy at -428.40144 hartree.